# 1
{
  "formula": "C13H16N2O4S",
  "method": "ωB97M-V/def2-TZVPD",
  "smiles": "COC(=O)c1ncccc1NC(=O)C(C)(C)SC(C)=O",
  "gap_ev": 8.8801,
  "e_lumo_ev": 0.00,
  "energy_ha": -1313.55811,
  "mol_weight_g_mol": 296.35,
  "charge": 0,
  "relative_energy_kcal_mol": 64.1,
  "species": ["C", "O", "C", "O", "C", "N", "C", "C", "C", "C", "N", "C", "O", "C", "C", "C", "S", "C", "C", "O", "H", "H", "H", "H", "H", "H", "H", "H", "H", "H", "H", "H", "H", "H", "H", "H"],
  "positions_angstrom": [[1.67496, 4.95254, -0.02600], [0.38382, 4.33381, 0.14618], [0.29412, 3.04195, 0.75224], [1.30005, 2.37858, 1.09507], [-1.03533, 2.38195, 1.00733], [-2.09716, 3.09220, 1.29860], [-3.34746, 2.58256, 1.43156], [-3.42196, 1.21906, 1.56865], [-2.33865, 0.38882, 1.20442], [-1.15603, 0.95819, 0.81183], [0.00295, 0.12264, 0.59170], [0.04628, -1.13563, -0.01835], [-0.98539, -1.66941, -0.27830], [1.40843, -2.00012, -0.10022], [2.49108, -1.37757, 0.80299], [1.17829, -3.47370, 0.18942], [1.84840, -2.16143, -1.87959], [0.30208, -2.17773, -2.85978], [-0.69746, -3.41605, -2.82742], [-0.18390, -1.14233, -3.29896], [2.20760, 4.88631, 0.94878], [1.50433, 6.03093, -0.29589], [2.21487, 4.53555, -0.83622], [-4.22278, 3.17265, 1.45940], [-4.33981, 0.69900, 1.70448], [-2.38708, -0.73364, 1.35668], [0.84295, 0.61914, 0.42626], [2.37064, -0.25138, 0.75710], [3.56713, -1.66419, 0.49449], [2.17174, -1.55439, 1.83660], [0.57749, -3.50706, 1.11747], [2.10092, -4.04097, 0.34208], [0.52642, -4.09342, -0.49879], [-0.20677, -4.31688, -2.83070], [-1.30769, -3.24541, -3.71482], [-1.28707, -3.43456, -1.87831]],
  "mulliken_charge": [-0.584, -0.312, 0.429, -0.641, 0.084, -0.608, -0.436, -0.446, -0.243, 0.638, -0.061, -0.130, -0.575, 1.465, -1.290, -1.260, -0.283, 0.778, -1.091, -0.484, 0.276, 0.232, 0.286, 0.443, 0.377, 0.337, 0.230, 0.288, 0.350, 0.369, 0.315, 0.358, 0.213, 0.424, 0.334, 0.219]
}

# 2
{
  "formula": "C13H16NO3S",
  "method": "ωB97M-V/def2-TZVPD",
  "smiles": "O=S(=O)(O)CCCCc1ccc2cc[nH+]cc2c1",
  "gap_ev": 8.2261,
  "e_lumo_ev": -4.33,
  "energy_ha": -1183.39584,
  "mol_weight_g_mol": 266.34,
  "charge": 1,
  "species": ["O", "S", "O", "O", "C", "C", "C", "C", "C", "C", "C", "C", "C", "C", "N", "C", "C", "C", "H", "H", "H", "H", "H", "H", "H", "H", "H", "H", "H", "H", "H", "H", "H", "H"],
  "positions_angstrom": [[-1.70055, 2.15810, 2.98369], [-0.57643, 2.26836, 2.10883], [0.03241, 0.96185, 1.93962], [0.50433, 3.21483, 2.87057], [-1.02251, 3.03903, 0.53477], [-1.49537, 1.98102, -0.53467], [-0.61968, 2.01877, -1.81439], [-0.62860, 0.70176, -2.64581], [-0.27429, -0.52757, -1.77589], [-0.93385, -1.79694, -1.96188], [-0.58543, -2.84751, -1.11193], [0.37288, -2.68712, -0.07801], [0.73174, -3.74559, 0.85409], [1.63819, -3.48421, 1.84866], [2.23028, -2.24554, 1.95528], [1.97062, -1.22907, 1.14201], [1.03126, -1.42346, 0.10192], [0.67783, -0.35303, -0.78212], [1.22629, 3.45298, 2.26216], [-1.90353, 3.67943, 0.73120], [-0.16825, 3.64980, 0.19372], [-1.50494, 1.00415, -0.01838], [-2.54330, 2.17486, -0.83586], [0.42093, 2.35073, -1.62269], [-1.05068, 2.80330, -2.47350], [-0.02595, 0.76201, -3.57128], [-1.67980, 0.53662, -2.97451], [-1.69944, -1.92682, -2.73488], [-1.07732, -3.81586, -1.26211], [0.24307, -4.71765, 0.73467], [1.90535, -4.25193, 2.58453], [2.88640, -2.07146, 2.71279], [2.43764, -0.24413, 1.26403], [1.18071, 0.61029, -0.62462]],
  "mulliken_charge": [-0.625, 1.051, -0.472, -0.455, -0.809, -0.504, -0.986, -1.189, 0.731, -0.725, -0.844, 0.813, -0.715, -0.518, 0.006, -0.320, 0.638, -0.234, 0.351, 0.331, 0.495, 0.384, 0.463, 0.420, 0.490, 0.365, 0.384, 0.429, 0.376, 0.428, 0.379, 0.301, 0.370, 0.191]
}

# 3
{
  "formula": "C13H16O",
  "method": "ωB97M-V/def2-TZVPD",
  "gap_ev": 8.5997,
  "e_lumo_ev": 0.68,
  "energy_ha": -579.91234,
  "mol_weight_g_mol": 188.27,
  "charge": 0,
  "relative_energy_kcal_mol": 124.9,
  "species": ["C", "C", "C", "C", "C", "C", "C", "C", "C", "C", "C", "C", "C", "H", "H", "H", "H", "H", "H", "H", "H", "H", "H", "H", "H", "H", "H", "H", "H", "O"],
  "positions_angstrom": [[2.27845, 1.09870, 3.65574], [1.71988, 2.03762, 2.61469], [0.63815, 1.35087, 1.74991], [1.33655, 0.27176, 0.78671], [0.43530, 0.10102, -0.39260], [-0.86752, 0.35228, -2.02632], [-1.82743, 1.03187, -2.73688], [-2.76176, 0.32643, -3.48727], [-2.68668, -1.07483, -3.30607], [-1.67969, -1.76642, -2.45336], [-0.95094, -0.87309, -1.58968], [-0.15798, -1.11017, -0.62163], [0.02674, -2.63612, -0.11106], [1.50174, 0.48933, 4.12313], [3.06508, 1.43350, 4.19168], [2.94066, 0.43973, 3.11263], [2.47253, 2.40853, 1.87247], [1.17986, 2.94114, 3.18621], [0.01161, 0.77757, 2.50609], [-0.13082, 1.80006, 1.03543], [2.26900, 0.71661, 0.56529], [1.13480, -0.73829, 1.28679], [-2.04196, 2.13151, -2.49090], [-3.86865, 0.86267, -3.84510], [-3.21975, -1.56968, -3.96854], [-1.54136, -2.82348, -2.19764], [-0.55386, -2.93391, 1.08295], [1.35315, -2.80620, 0.06161], [-0.20431, -3.31889, -1.30767], [0.12922, 1.07986, -1.29662]],
  "mulliken_charge": [-1.242, -0.255, -0.590, -0.396, 0.597, -0.015, -0.245, -0.477, -0.622, -1.041, 0.868, 0.008, -0.966, 0.324, 0.455, 0.279, 0.301, 0.228, 0.230, 0.309, 0.607, 0.133, 0.253, 0.207, 0.550, 0.195, 0.244, 0.265, 0.282, -0.486]
}

# 4
{
  "formula": "C13H16OS",
  "method": "ωB97M-V/def2-TZVPD",
  "gap_ev": [5.9257, 7.7005],
  "e_lumo_ev": [-1.14, 0.39],
  "energy_ha": -978.14148,
  "mol_weight_g_mol": 220.34,
  "charge": 0,
  "relative_energy_kcal_mol": 85.8,
  "species": ["C", "C", "C", "C", "C", "C", "C", "C", "C", "C", "C", "C", "C", "O", "S", "H", "H", "H", "H", "H", "H", "H", "H", "H", "H", "H", "H", "H", "H", "H", "H"],
  "positions_angstrom": [[-2.80169, -0.10603, -1.55504], [-2.84352, -0.98038, 0.72297], [-1.64905, -0.79855, -1.80071], [-1.62856, -1.64739, 0.58839], [-3.45834, -0.25972, -0.34144], [-1.00186, -1.53814, -0.75118], [-4.65334, 0.51968, 0.08521], [2.74309, -0.40106, 0.36721], [2.17245, -0.47533, 1.83065], [1.41170, 0.04820, 0.69883], [-0.01100, 1.92784, -0.31788], [0.24316, 0.81138, 0.80999], [0.30585, -2.02139, -1.06608], [-4.89069, 0.80652, 1.21139], [1.12691, -3.30098, -0.29970], [-3.37242, 0.26694, -2.37560], [-3.35897, -1.08866, 1.62360], [-1.39306, -0.68899, -2.96426], [-1.26006, -2.41171, 1.27697], [-5.34828, 0.91677, -0.65465], [3.51058, 0.36028, 0.21437], [2.91074, -1.41190, 0.05737], [1.85080, -1.48500, 2.16939], [2.34528, 0.38105, 2.48418], [-1.16294, 1.95931, -0.52164], [0.65117, 1.67535, -1.13430], [0.25937, 2.81598, 0.23185], [-0.68566, 0.10405, 0.98993], [0.20642, 1.47865, 1.68572], [0.80155, -1.85392, -2.03016], [1.04027, -3.01775, 1.00810]],
  "mulliken_charge": [-0.731, -0.297, -0.654, -0.809, 0.571, 1.359, -0.425, -0.431, -0.791, -0.241, -1.175, 0.822, -0.747, -0.459, -0.144, 0.513, 0.489, 0.128, 0.360, 0.382, 0.249, 0.149, 0.128, 0.316, 0.153, 0.326, 0.418, -0.437, 0.631, 0.316, 0.030]
}

# 5
{
  "formula": "C13H17BCrIN3",
  "method": "ωB97M-V/def2-TZVPD",
  "gap_ev": [5.6693, 7.2148],
  "s2": 6.03,
  "e_lumo_ev": [-1.38, -1.66],
  "energy_ha": -2036.83702,
  "mol_weight_g_mol": 405.01,
  "charge": 0,
  "relative_energy_kcal_mol": 0.0,
  "multiplicity": 5,
  "species": ["C", "C", "H", "H", "H", "H", "H", "H", "C", "C", "C", "C", "H", "H", "H", "H", "N", "C", "C", "N", "C", "C", "C", "H", "H", "C", "H", "H", "Cr", "I", "B", "C", "N", "H", "H", "H"],
  "positions_angstrom": [[1.26357, 0.81476, 3.82391], [1.17926, -0.68411, 3.83436], [2.31273, 1.09968, 3.96667], [0.74351, 1.46861, 4.52906], [0.91162, 1.10555, 2.79496], [1.26214, -0.99044, 2.78927], [1.95674, -1.16153, 4.40089], [0.20107, -1.05881, 4.08859], [0.49493, 2.53955, -0.86428], [0.66256, 3.40941, -1.92866], [0.53756, 2.89779, -3.21854], [0.31220, 1.53783, -3.40823], [0.66330, 2.80121, 0.18943], [0.86074, 4.46525, -1.77422], [0.60211, 3.55032, -4.09019], [0.15812, 1.15213, -4.41091], [0.14689, 1.25292, -1.07114], [0.19029, 0.67922, -2.32255], [0.06240, -0.76330, -2.31659], [-0.07638, -1.29645, -1.05546], [-0.09070, -2.63311, -0.84206], [-0.07390, -3.00891, -3.20602], [-0.12429, -3.52406, -1.91358], [-0.04683, -2.92570, 0.21699], [-0.19120, -4.59848, -1.76319], [0.02288, -1.63314, -3.39840], [0.02142, -1.22571, -4.41057], [-0.10199, -3.65761, -4.08166], [0.45078, -0.05967, 0.28668], [2.87824, -0.13905, -0.14635], [-3.35571, 0.13353, 2.80974], [-2.08524, 0.02756, 1.99660], [-1.05973, -0.04948, 1.42418], [-4.34589, 0.10199, 2.09408], [-3.13642, 1.15728, 3.41051], [-3.20677, -0.78506, 3.56667]],
  "mulliken_charge": [-0.330, -0.670, 0.292, 0.310, -0.182, 0.036, 0.368, 0.257, -0.041, -0.683, -0.454, -0.482, 0.405, 0.405, 0.400, 0.358, 0.123, 0.696, 0.322, 0.099, 0.021, -0.435, -0.801, 0.457, 0.390, -0.471, 0.340, 0.411, 0.048, -0.348, 0.159, -0.023, -0.637, -0.124, -0.108, -0.108]
}

# 6
{
  "formula": "C13H17BrNO8P",
  "method": "ωB97M-V/def2-TZVPD",
  "gap_ev": 4.7846,
  "e_lumo_ev": -2.02,
  "energy_ha": -4077.48788,
  "mol_weight_g_mol": 426.16,
  "charge": 0,
  "relative_energy_kcal_mol": 0.0,
  "species": ["C", "C", "C", "O", "O", "C", "C", "N", "C", "C", "C", "C", "O", "O", "Br", "C", "P", "C", "O", "C", "H", "H", "H", "H", "H", "H", "H", "H", "H", "H", "H", "H", "H", "H", "H", "H", "C", "O", "O", "O", "H"],
  "positions_angstrom": [[4.83029, -0.52442, 1.04783], [3.69826, -0.17428, 0.09847], [2.55001, -1.09087, 0.23351], [2.04741, -1.43807, 1.26932], [1.98742, -1.59861, -0.93547], [1.55801, -0.62928, -1.87491], [0.26508, -1.21151, -2.41004], [-0.91758, -0.52260, -1.83737], [-1.76988, 0.13281, -2.57029], [-2.79292, 0.74912, -2.04942], [-2.99128, 0.70088, -0.72740], [-4.13572, 1.38024, -0.04267], [-3.94590, 2.38249, 0.58094], [-5.39107, 0.80556, -0.06524], [-6.06477, 0.68836, -1.76334], [-2.12516, 0.02914, 0.05054], [-2.31769, -0.08612, 1.90271], [-2.43042, -1.90669, 2.16150], [-0.88412, 0.40472, 2.44289], [-1.08637, -0.58278, -0.52360], [5.27894, 0.39356, 1.37573], [5.60778, -1.10643, 0.58412], [4.42858, -0.98759, 1.92847], [4.02594, -0.14159, -0.93001], [3.33249, 0.79367, 0.37696], [1.41936, 0.35646, -1.45186], [2.27184, -0.54404, -2.68151], [0.20919, -1.10893, -3.47763], [0.27351, -2.23950, -2.11541], [-1.62593, 0.15123, -3.62419], [-3.47601, 1.27069, -2.67043], [-2.76721, -2.36962, 1.24978], [-3.10996, -2.13727, 2.95596], [-1.43320, -2.28671, 2.34296], [-0.27444, -0.34453, 2.50154], [-0.37333, -1.13267, 0.05185], [1.34041, 3.12572, 1.47176], [0.37365, 2.75825, 0.73814], [1.49615, 2.30502, 2.62887], [2.20203, 3.97689, 1.28165], [0.71662, 1.75934, 2.47529]],
  "mulliken_charge": [-1.334, -0.018, 0.520, -0.586, -0.380, -0.352, -0.949, 0.253, -0.639, -0.276, 0.504, -0.016, -0.375, -0.350, 0.111, 0.400, 0.050, -1.055, -0.318, -0.509, 0.371, 0.336, 0.349, 0.355, 0.190, 0.450, 0.431, 0.312, 0.410, 0.359, 0.651, 0.375, 0.349, 0.332, 0.264, 0.652, 0.660, -0.715, -0.540, -0.715, 0.444]
}

Q: Which formula does entry 4 have?
A: C13H16OS

Q: Which value of charge does entry 6 give?
A: 0

Q: What is the charge in the second record?
A: +1